This record from the Open Molecules 2025 dataset describes a molecular structure, C22H30F2IrNO3. The level of theory is ωB97M-V with the def2-TZVPD basis set.

Structure (ORCA input):
```
! RIJCOSX wB97M-V def2-TZVPD def2/J DEFGRID3
* xyz 1 2
Ir -0.29062 0.40086 0.21778
C -0.41474 2.56617 -2.40664
O -0.93180 2.31747 -1.09570
C -1.19181 3.53149 -0.39544
C -2.10342 3.23944 0.77542
O -1.54687 2.24393 1.61968
C -0.80609 2.63265 2.75629
C 0.66072 2.64344 2.39122
O 0.95823 1.37074 1.79249
C 2.33937 1.01093 1.97313
H -1.13784 3.15256 -2.97582
H 0.53642 3.10069 -2.35439
H -0.26184 1.60715 -2.89120
H -0.24207 3.97013 -0.07276
H -1.68249 4.24793 -1.06125
H -2.29755 4.16285 1.32800
H -3.05356 2.84224 0.41786
H -1.13810 3.58738 3.16947
H -0.97672 1.85382 3.50143
H 0.91414 3.42857 1.67426
H 1.27153 2.77898 3.28543
H 2.49587 0.71354 3.01002
H 2.56210 0.18659 1.30816
H 2.98280 1.85992 1.73431
F 4.29673 1.22612 -2.39228
C 3.13895 0.55690 -2.31898
C 2.32126 0.77905 -1.22299
C 1.12028 0.09036 -1.12928
C 0.72900 -0.76470 -2.18956
C 1.60054 -0.94764 -3.25527
F 1.24779 -1.75425 -4.26877
C 2.82179 -0.31121 -3.34211
C -0.64776 -1.26204 -2.11332
C -1.25103 -2.20505 -2.93603
C -2.56307 -2.57325 -2.70198
C -3.26022 -1.99180 -1.65277
C -2.61227 -1.06478 -0.86731
N -1.34430 -0.70061 -1.09558
H 2.63663 1.50297 -0.48625
H 3.48092 -0.46938 -4.18273
H -0.68195 -2.65371 -3.73291
H -3.03664 -3.31448 -3.33134
H -4.28543 -2.25191 -1.43459
H -3.10073 -0.57940 -0.03370
C 1.50052 -2.45107 2.34635
C 0.11777 -2.46742 1.67689
C 0.21793 -3.22978 0.35373
C -0.86808 -3.18463 2.61062
C -0.37757 -1.06916 1.47247
H 1.81258 -3.47453 2.56683
H 1.48173 -1.89350 3.28510
H 2.25135 -2.01062 1.69054
H 0.67555 -4.20798 0.51389
H 0.83417 -2.68516 -0.36406
H -0.77003 -3.38959 -0.08503
H -0.57841 -4.22972 2.73700
H -1.88135 -3.16204 2.20517
H -0.88379 -2.71818 3.59753
H -0.78848 -0.58725 2.37891
*
```

The gap between HOMO and LUMO (spin up / spin down) comes out at 6.744 / 8.327 eV. Its molar mass is 586.699 g/mol. The HOMO energy (spin up / spin down) is -9.620 / -11.190 eV. The energy above the lowest of the compared OMol25 structures with the same formula, charge and spin is 10.1 kcal per mole.

These are the Mulliken partial charges, in e, on atoms 1 to 4: number 1, Ir, carries 0.60; number 2, C, carries -0.85; number 3, O, carries -0.18; number 4, C, carries -0.49

This record from the Open Molecules 2025 dataset describes a molecular structure, C6H5CrN2O5S at a distorted geometry. The level of theory is ωB97M-V with the def2-TZVPD basis set.

Structure (ORCA input):
```
! RIJCOSX wB97M-V def2-TZVPD def2/J DEFGRID3
* xyz 2 4
O -1.73918 2.06552 -1.96978
C -1.71353 1.17001 -1.24062
Cr -1.41832 -0.27140 -0.04899
O -0.00044 1.47661 1.99562
C -0.54627 0.81983 1.21242
C -1.17366 -1.82087 1.00603
O -0.93428 -2.77265 1.65266
C -2.25972 -1.58999 -1.41313
O -2.56169 -2.77202 -1.38052
C -3.14654 -0.03021 0.69243
O -4.25067 0.04363 1.03621
H -2.39636 -0.94346 -2.36518
N 2.69607 1.76075 0.02529
C 2.33056 0.46837 0.03500
N 3.25231 -0.41264 0.52677
S 0.86673 -0.14854 -0.67352
H 3.68366 2.05666 0.06184
H 2.05364 2.47276 -0.26895
H 3.01237 -1.38040 0.55773
H 4.24532 -0.19197 0.55871
*
```

The gap between HOMO and LUMO (spin up / spin down) comes out at 9.143 / 6.987 eV. Its molar mass is 269.178 g/mol. The HOMO energy (spin up / spin down) is -17.717 / -17.686 eV.

These are the Mulliken partial charges, in e, on atoms 1 to 4: number 1, O, carries -0.15; number 2, C, carries 0.45; number 3, Cr, carries -0.55; number 4, O, carries -0.22